A structure of composition C37H43F3N8O8SW in a non-equilibrium geometry, computed with ωB97M-V/def2-TZVPD.

Values from the calculation:
Energy above the lowest of the compared OMol25 structures with the same formula, charge and spin = 39.4 kJ/mol
Energy = -3240.25062 Eh
LUMO energy (spin up / spin down) = -6.899 / -7.057 eV
Orbital gap (spin up / spin down) = 6.902 / 7.074 eV

Structure (ORCA input):
```
! RIJCOSX wB97M-V def2-TZVPD def2/J DEFGRID3
* xyz 2 3
H -1.7775 1.3076 4.2205
F 1.7540 -3.4147 -2.1385
C 2.9336 0.8516 4.6548
C 2.9915 -0.0299 0.0265
O -1.7728 -2.5409 -1.2624
H 2.7178 4.7427 -4.5676
O -0.6886 -2.2141 -3.4672
C -0.7577 -1.6858 2.1389
N -1.6313 -0.3969 0.4585
C 4.4039 3.4232 -0.5640
H 0.6987 4.5902 -0.4850
C 2.4470 3.8036 -4.1011
H -1.2501 5.4973 0.1836
C 1.2205 3.6793 -3.4643
C -0.7010 2.8078 1.9000
H 0.7193 -3.9681 3.1103
H 4.7071 0.7238 5.8568
H 3.5439 4.8632 0.8381
H 2.0302 -2.5035 1.8069
C 5.1055 1.0802 -0.2091
H 1.6221 4.5181 1.0108
N -1.5050 3.0202 2.9788
H 6.5102 1.8472 3.3561
H 0.7500 -2.8043 4.4530
H 4.7005 -0.9190 -0.6355
H -5.2686 -1.4664 0.9117
H 5.2041 5.2185 0.3703
O 0.1519 -1.0541 -1.5177
H 3.6423 0.6816 -3.5752
H 1.4511 0.4424 -2.5025
C 2.3655 -1.1137 3.3820
H 5.0195 3.4610 2.2209
C -4.2384 -1.1575 0.7883
C 0.5761 -3.6290 -1.5812
C 1.7349 1.4004 -2.9057
H 4.9727 1.0616 2.9949
C -1.6145 2.0356 -3.2460
N -0.7594 1.3831 -1.1872
N 2.3631 1.0380 0.5072
F 0.1081 -4.8035 -1.9352
C -2.5678 0.0688 -0.3564
C 1.4405 -1.9530 2.5331
H 6.3956 3.0959 1.1737
H 1.2269 0.7113 3.3747
O 2.2187 -1.0178 -0.1813
H 0.5416 4.5288 -3.4313
C -2.3272 1.9474 3.5183
H 5.3095 3.3675 -1.1686
H -0.9216 3.6119 4.9024
C 0.5914 -2.9266 3.3885
H -3.4874 -2.3240 2.4493
H -0.6650 5.8920 1.8003
N 0.3890 -1.2187 1.7776
O -0.7993 -2.5639 3.0845
C -1.9688 0.9839 -1.3467
C 3.3229 2.7254 -4.1376
H -2.0289 4.7407 4.1043
C 4.2515 4.8326 0.0091
C 4.0534 0.2110 5.1617
C -1.1534 5.1206 1.2021
C -0.5204 2.4010 -2.2555
C 0.8769 4.0015 0.4120
F 0.7103 -3.6029 -0.2323
C -1.9595 -1.2366 1.4284
C 3.5104 -1.7433 3.8698
W 0.3672 0.0989 0.1438
H -2.1473 4.9345 1.5959
H 3.7427 -2.7602 3.5628
C -3.8846 -0.2870 -0.2394
H -0.7636 3.3566 -1.7947
O 6.1824 1.0616 -0.7301
O -2.6292 1.4281 -2.3651
N -0.3028 1.5675 1.6350
H -1.2937 1.2718 -3.9525
H 4.2761 2.8147 -4.6443
C 3.1225 2.0765 1.0699
C -1.1808 4.0745 3.9485
S -0.6019 -2.2814 -2.0541
C 5.4999 2.6791 1.6352
H -4.6106 0.1021 -0.9431
C 0.8537 2.4757 -2.8654
H 2.7134 1.8738 4.9400
H -2.0561 2.8767 -3.7651
C 2.9654 1.5273 -3.5368
N 4.3049 -0.0811 -0.2306
H -0.3229 4.6504 3.6171
C 2.0888 0.1898 3.7699
H 3.5623 3.1894 -1.2279
H -0.5601 0.9989 2.4269
O 2.6488 2.7960 1.9136
H -3.1582 2.3932 4.0615
C 4.5247 2.2895 0.5077
H 6.4123 0.7299 2.0059
C -3.2615 -1.6373 1.6425
C 4.3454 -1.0878 4.7609
H -2.7436 1.3433 2.7125
N -0.3757 3.8817 1.1571
H 5.2259 -1.5914 5.1404
C 5.8657 1.5071 2.5449
H 1.2678 3.0345 0.1373
H 3.8973 5.5074 -0.7717
*
```

Atomic partial charges in e from the Mulliken method, atoms 1 to 5: 0.287 -0.201 -0.377 -0.484 -0.645

***

A structure of composition C26H72CdO11S9 in a non-equilibrium geometry, computed with ωB97M-V/def2-TZVPD.

Values from the calculation:
Energy = -5612.41803 Eh
LUMO energy = -0.410 eV
Orbital gap = 7.881 eV

Structure (ORCA input):
```
! RIJCOSX wB97M-V def2-TZVPD def2/J DEFGRID3
* xyz 0 1
C 0.5077 2.1180 1.6603
S 2.7863 2.4887 -3.6304
H -6.6317 5.6746 0.9687
H 3.6471 1.0614 -1.6243
O -3.2975 2.2333 3.2906
H -3.0876 -1.8426 -0.5785
C -2.4090 -3.5757 -2.9398
C -5.2757 5.5339 -0.8415
H -0.9860 1.8529 3.7849
H 0.6518 -4.9684 -3.7441
H 2.9839 -2.3238 -4.7163
C -5.3954 0.5173 3.4538
S 6.0300 2.1300 0.6252
C -4.1061 4.9104 -0.1453
H 2.1827 -4.2072 -3.3595
H -2.6316 -0.4724 2.5749
H -2.9031 1.5748 -2.3930
C -6.3356 6.2316 0.0798
H 2.7296 -1.0010 -5.5544
H 5.3538 -0.9350 2.5292
H 0.1522 -2.1071 -0.9490
H 6.4008 2.3525 3.2375
H 2.2944 -5.0113 -0.2436
H -3.0711 2.3466 -0.2264
C 0.5886 -1.3329 -0.3180
H -0.1048 0.1578 -4.2368
H -4.5058 4.1944 0.5728
H -3.7937 -0.7745 1.2426
S 4.2406 -1.8019 4.4689
O 0.5767 -2.8654 -6.2701
H 4.8527 1.3857 -2.7583
H 0.0948 2.1505 5.2609
H 4.1428 2.5846 2.0567
H -4.9641 -0.2261 4.1242
H 0.8475 -4.0397 -2.3374
H -2.0822 -0.8594 -1.6700
H -3.8729 3.7675 -2.0079
C 4.4501 -1.0894 6.1732
H 0.9841 1.3039 -2.3736
S 1.8089 -6.4591 -2.2205
H -6.0772 0.0374 2.7517
H 3.6967 -5.1644 -1.3539
H -1.3246 -5.7335 1.1690
H 2.3203 -2.6661 -0.4473
O 0.5613 -6.9884 -1.5722
O 1.4692 0.2712 3.4568
C -2.0155 2.1037 -2.0456
O -3.3050 -1.4533 -4.0529
C -0.0764 2.2927 4.1939
H -1.5888 3.2056 -0.0699
S -3.7360 -2.2710 -2.8716
H -1.2173 1.4390 -1.7152
H 2.4625 -0.8988 -3.7652
H 4.2519 2.7178 -1.7638
H -1.6159 2.7214 -2.8499
H 3.2849 -6.4996 -0.2544
H -5.7703 4.8164 -1.4963
H 7.7206 3.0536 2.2042
S 0.6275 -2.1360 -4.9100
C 2.2982 -1.4776 -4.6741
O -0.0525 -1.3001 0.9356
H -7.2880 6.3373 -0.4396
H -3.7384 -0.3795 -1.3129
C -1.7339 -5.0786 0.3998
S -4.1505 1.3365 2.3728
H -0.2745 3.3192 3.8853
C -3.0878 -1.2370 -1.4848
C 2.1370 -1.6107 -0.2457
H 6.0813 3.7169 2.3651
C 1.3860 2.3146 -2.4440
H -2.3930 0.2979 0.9864
H 2.4363 -1.1178 -1.1706
H -2.0426 -4.3035 3.2435
H 0.1257 3.1385 1.6879
H 3.6975 -0.3101 6.2932
H 4.4333 0.3740 3.4905
C 3.9566 1.8336 -2.3286
H -3.4858 -3.2419 3.0642
H -2.0350 -2.7323 2.3088
C -0.2772 -0.5284 -5.0660
C -3.1348 -0.0421 1.7090
O 2.8506 -1.2888 0.9768
H 5.9681 -0.1303 3.9724
H 0.1271 -0.0422 -5.9538
C 2.8787 -5.6917 -0.8630
O 2.7539 -1.7507 4.0512
H -2.7715 4.9807 -1.6934
C 5.0673 -0.5126 3.4923
H -1.4427 -3.0771 -3.0166
H 0.5986 3.0094 -2.7362
H -1.3644 -0.6059 -5.0679
H -1.0463 -4.2535 0.2142
C 6.6632 2.7994 2.2785
H -3.5877 5.5871 0.5340
H -2.4983 -4.4126 -3.6324
O 6.0245 3.3905 -0.2438
H -6.0128 1.1999 4.0377
C 1.3631 -4.7891 -2.9379
C -2.5886 -3.6305 2.5824
O -4.0338 -5.7231 1.7568
C 4.2843 1.9415 1.1881
H -4.9082 6.3748 -1.4296
H -1.9564 -5.5792 -0.5425
H 1.6970 2.6062 -1.4408
H 1.2551 1.9939 0.8767
C -2.3689 2.9603 -0.7906
H 3.5512 2.1192 0.4013
Cd 1.3685 -1.5685 2.4378
C -3.2770 4.1602 -1.1840
O 2.5900 1.3478 -4.5976
H -0.3269 1.4351 1.5013
H 0.3356 -0.4505 -0.9058
S -3.3305 -4.5296 1.1423
H 5.4756 -0.7722 6.3625
H 4.1412 -1.8548 6.8851
H 4.0026 0.9515 1.5467
S 1.3966 1.7881 3.2578
H -2.2479 -4.0493 -1.9713
H -6.0095 7.2325 0.3625
*
```

Atomic partial charges in e from the Mulliken method, atoms 1 to 5: -0.165 0.244 0.319 0.013 -0.623

***

A cluster of 7 separate species, C10H34O7 in total in a non-equilibrium geometry, computed with ωB97M-V/def2-TZVPD.

Values from the calculation:
Energy above the lowest of the compared OMol25 structures with the same formula, charge and spin = 163.4 kJ/mol
Energy = -928.00993 Eh
LUMO energy = -0.064 eV
SMILES = CC(C)O.CC(C)O.CO.CO.CO.CO.O
Orbital gap = 9.314 eV

Structure (ORCA input):
```
! RIJCOSX wB97M-V def2-TZVPD def2/J DEFGRID3
* xyz 0 1
H -1.3013 0.3720 -1.6348
H 1.8877 3.0837 0.1608
H -3.4735 -0.3926 -3.0582
C -3.3903 -1.4607 -2.8489
H -4.0215 -0.0751 2.9385
H 3.2371 -1.8397 -3.3359
H 1.3942 1.5383 3.4824
C 1.3738 2.3375 2.7260
C -3.6336 -0.9790 2.4620
O -3.7659 -1.7362 -1.5210
H -0.3267 -1.1070 -1.4862
C 2.5725 2.2496 1.7931
H 1.1252 -2.5242 1.5226
H 0.1607 -2.8100 0.0946
H -2.5435 0.2294 1.0222
H 1.7553 -2.1219 -3.5830
O 1.0748 3.1576 -1.4963
H 2.8441 0.0797 1.7278
H 3.4758 2.3458 2.3960
H -0.3081 -0.2144 1.8999
O 1.4218 -4.3643 0.6778
C 1.1501 -2.9655 0.5321
H 2.1220 3.4246 -3.2623
H 1.0711 2.2089 -1.7283
H -2.6229 -1.7743 0.0027
C -2.4034 -0.6726 1.6328
H 1.3012 -0.1408 -2.4920
H 1.3610 -4.7669 -0.1915
H -0.1649 0.1295 -0.3132
H -2.3556 -1.7792 -2.9690
C -1.1957 -0.3976 2.5045
H 1.5867 0.6893 0.6561
H -3.9508 -2.0274 -3.5992
C -0.3132 -0.0155 -1.3921
O 2.5384 3.3163 0.8503
H 1.9057 -2.4750 -0.0905
O 0.7438 0.5626 -2.1311
H -0.9782 -1.2498 3.1612
H -4.7191 -1.7743 -1.4172
H 0.4339 2.2198 2.1818
H 2.9913 3.8796 -1.7701
H -4.4241 -1.3593 1.8059
H 1.3563 3.2810 3.2721
C 2.5760 0.9106 1.0704
H 3.2808 0.9375 0.2360
H 1.6533 4.8853 -2.3741
H -1.3736 0.4364 3.1882
C 2.0172 3.8654 -2.2660
H -3.4381 -1.7382 3.2159
O -2.0616 -1.7887 0.7950
O 2.3539 -1.5904 -3.0473
*
```

Atomic partial charges in e from the Mulliken method, atoms 1 to 5: 0.253 0.391 0.268 -0.577 0.382

***

A structure of composition C18H22GeIMoN3O5 in a non-equilibrium geometry, computed with ωB97M-V/def2-TZVPD.

Values from the calculation:
Energy above the lowest of the compared OMol25 structures with the same formula, charge and spin = 265.3 kJ/mol
Energy = -3681.60779 Eh
LUMO energy = -8.385 eV
Orbital gap = 6.754 eV

Structure (ORCA input):
```
! RIJCOSX wB97M-V def2-TZVPD def2/J DEFGRID3
* xyz 2 1
H -1.7179 -2.6237 -4.8678
H -2.4975 -0.6426 1.1627
C -0.2130 -1.2066 2.0458
C -0.1028 -0.6413 4.3649
Ge 2.5399 2.2666 -0.5991
O 4.5970 -1.5985 1.3055
H -0.7993 0.6992 2.8275
Mo 1.0858 -1.0443 -0.6119
O -0.2292 -1.3675 -1.8202
C -4.6235 0.3274 -0.2700
H -5.0662 -0.0899 -2.8405
H -0.2578 0.0702 5.1640
C 0.3032 -2.4713 2.3199
H -4.5501 1.4213 -0.2765
H 2.2603 4.2385 0.9090
H 0.6485 -2.1753 5.6598
H 1.6725 3.4527 -2.6949
I 0.5751 -3.8490 0.7644
C 1.6486 3.3516 0.7390
C 4.2477 1.5302 -0.0486
O 3.1896 -0.4393 2.4889
H -5.1050 0.1074 1.6144
C -1.5240 -1.0361 -2.0820
C -3.6258 -0.2273 -1.2552
N 3.5920 -1.1144 1.6253
C -1.2573 -1.6973 -4.5237
H -1.3045 -0.9886 -5.3493
O 2.5519 -1.1629 0.4790
C -4.0467 -0.3536 -2.5802
O -4.3988 -0.1889 1.0298
H 3.3115 3.9546 -2.2719
C -2.2935 -0.5785 -0.9936
C -1.7680 -0.6695 0.3580
H 0.3475 1.2039 -1.5620
H 3.0586 2.4151 -3.0933
C 0.6130 -2.8231 3.6222
C -2.0364 -1.1645 -3.3659
N -0.5345 -0.8828 0.6753
H -0.2173 -1.8940 -4.2757
C 1.1798 0.7829 -0.9805
H 5.0207 2.2068 -0.4158
H 0.6674 3.6781 0.3970
C 0.4074 -1.9005 4.6421
H 1.0031 -3.8063 3.8474
C 2.6427 3.0962 -2.3519
H 4.4473 0.5536 -0.4886
H 4.3452 1.4785 1.0352
H 1.5470 2.8205 1.6846
H -5.6222 0.0645 -0.6249
C -0.4130 -0.2856 3.0597
N -3.2988 -0.7967 -3.5772
*
```

Atomic partial charges in e from the Mulliken method, atoms 1 to 5: 0.328 1.025 0.541 -0.806 0.584